Record 1
A 2-piece molecular cluster, CH5O3 overall. Source: the Open Molecules 2025 dataset; level of theory: ωB97M-V/def2-TZVPD.

Atoms and positions in Å:
O (-0.060, -1.462, -1.173)
H (0.049, -1.408, -2.113)
H (-0.252, -2.383, -0.964)
H (0.556, -0.512, -0.446)
O (0.875, 0.416, -0.019)
C (-0.025, 0.847, 0.736)
O (0.285, 1.890, 1.414)
H (-0.940, 0.259, 0.807)
H (-0.489, 2.354, 1.756)

Energy above the lowest of the compared OMol25 structures with the same formula, charge and spin, kcal/mol: 2.7
Lowest unoccupied orbital energy, eV: -4.637
F_max, hartree/bohr: 0.033
Total energy, eV: -7253.12202
Charge: +1
Spin multiplicity: 1

Record 2
A 3-piece molecular cluster, C2H12NO2 overall. Source: the Open Molecules 2025 dataset; level of theory: ωB97M-V/def2-TZVPD.

Atoms and positions in Å:
C (-0.117, -1.537, -1.451)
C (0.748, -0.398, -0.697)
N (0.096, 0.080, 0.543)
H (0.255, -2.052, -2.335)
H (-0.352, -2.293, -0.745)
H (-1.068, -0.938, -1.709)
H (1.632, -0.952, -0.567)
H (0.760, 0.482, -1.424)
H (-0.729, -0.481, 0.753)
H (-0.303, 1.062, 0.390)
H (0.791, 0.004, 1.309)
H (1.287, -0.868, 3.447)
H (0.634, 0.550, 3.631)
O (0.712, -0.196, 3.021)
H (-2.243, 2.663, -1.670)
H (-0.600, 2.486, -1.435)
O (-1.504, 2.387, -1.063)

Energy above the lowest of the compared OMol25 structures with the same formula, charge and spin, kcal/mol: 29.9
Lowest unoccupied orbital energy, eV: -3.206
F_max, hartree/bohr: 0.090
Total energy, eV: -7846.85017
Charge: +1
Spin multiplicity: 1

Record 3
C26H24Li as an isolated structure. Source: the Open Molecules 2025 dataset; level of theory: ωB97M-V/def2-TZVPD.

Atoms and positions in Å:
C (6.331, -2.328, 1.080)
C (5.046, -1.583, 0.912)
C (5.059, -0.183, 0.947)
C (3.874, 0.535, 0.802)
C (2.666, -0.136, 0.573)
C (1.442, 0.739, 0.285)
C (0.117, -0.018, 0.388)
C (-0.926, 0.459, 1.113)
C (-2.223, -0.200, 1.250)
C (-3.354, 0.512, 1.750)
C (-4.632, -0.035, 1.660)
C (-4.826, -1.316, 1.139)
C (-6.209, -1.898, 1.023)
C (-3.708, -2.054, 0.720)
C (-2.423, -1.522, 0.792)
C (2.639, -1.533, 0.552)
C (3.834, -2.248, 0.690)
H (6.158, -3.402, 1.109)
H (7.024, -2.108, 0.259)
H (6.834, -2.032, 2.009)
H (5.998, 0.347, 1.105)
H (3.876, 1.628, 0.872)
H (1.389, 1.493, 1.109)
H (0.027, -0.965, -0.158)
H (-0.807, 1.411, 1.651)
H (-3.201, 1.490, 2.222)
H (-5.502, 0.524, 2.000)
H (-6.177, -2.990, 0.966)
H (-6.826, -1.619, 1.888)
H (-6.738, -1.539, 0.129)
H (-3.859, -3.078, 0.353)
H (-1.558, -2.119, 0.499)
H (1.691, -2.055, 0.421)
H (3.818, -3.335, 0.643)
C (1.020, 0.523, -3.113)
Li (-2.874, 1.565, -0.141)
C (2.030, 0.592, -2.206)
C (1.650, 1.475, -1.015)
C (0.320, 2.045, -1.482)
C (-0.110, 1.336, -2.607)
C (-1.448, 1.473, -3.000)
C (-2.271, 2.368, -2.304)
C (-1.747, 3.229, -1.299)
C (-0.413, 3.059, -0.884)
H (0.973, -0.015, -4.064)
H (3.028, 0.146, -2.272)
H (2.402, 2.264, -0.885)
H (-1.798, 0.883, -3.855)
H (-3.331, 2.456, -2.585)
H (-2.349, 4.045, -0.888)
H (0.063, 3.712, -0.148)

Energy above the lowest of the compared OMol25 structures with the same formula, charge and spin, kcal/mol: 46.7
Lowest unoccupied orbital energy, eV: 2.724
F_max, hartree/bohr: 0.054
Total energy, eV: -27554.32881
Charge: -1
Spin multiplicity: 1

Record 4
A 3-piece molecular cluster, C16H47B3N6O9P2S overall. Source: the Open Molecules 2025 dataset; level of theory: ωB97M-V/def2-TZVPD.

Atoms and positions in Å:
C (9.540, 4.718, 3.213)
C (9.629, 3.171, 2.603)
O (10.480, 3.070, 1.400)
C (8.077, 2.695, 2.306)
O (7.781, 1.464, 3.103)
B (6.303, 1.312, 2.936)
O (5.803, 0.418, 1.832)
B (4.917, 1.353, 1.052)
O (3.713, 1.836, 1.815)
B (4.305, 2.687, 2.903)
C (3.753, 4.237, 3.037)
S (3.730, 5.070, 1.328)
O (2.606, 4.353, 0.492)
O (3.329, 6.565, 1.533)
O (5.327, 2.063, 3.803)
H (10.593, 5.210, 3.360)
H (9.001, 4.730, 4.278)
H (8.895, 5.325, 2.414)
H (10.067, 2.471, 3.432)
H (10.010, 3.455, 0.595)
H (7.897, 2.469, 1.159)
H (7.328, 3.581, 2.574)
H (5.174, 1.720, -0.051)
H (4.513, 4.802, 3.739)
H (2.654, 4.247, 3.449)
H (4.961, 4.960, 0.642)
C (-0.592, 3.594, -0.355)
N (-0.747, 2.158, -0.164)
C (0.437, 1.659, 0.543)
P (-1.394, 1.026, -1.274)
O (-2.017, 0.170, -0.144)
N (-2.953, 1.540, -1.794)
C (-3.741, 2.449, -0.962)
C (-3.820, 0.419, -2.192)
N (-0.678, 2.011, -2.572)
C (-1.433, 2.824, -3.524)
C (0.282, 1.191, -3.322)
H (0.278, 3.840, -0.974)
H (-0.461, 4.095, 0.611)
H (-1.466, 4.061, -0.807)
H (1.320, 1.690, -0.104)
H (0.298, 0.622, 0.867)
H (0.641, 2.242, 1.447)
H (-3.748, 2.150, 0.091)
H (-4.782, 2.509, -1.304)
H (-3.368, 3.469, -1.039)
H (-4.257, -0.091, -1.327)
H (-3.252, -0.318, -2.769)
H (-4.635, 0.769, -2.838)
H (-2.082, 2.215, -4.167)
H (-0.751, 3.383, -4.178)
H (-2.034, 3.586, -3.024)
H (-0.231, 0.441, -3.931)
H (0.953, 0.666, -2.631)
H (0.918, 1.808, -3.969)
C (-2.596, -3.621, -0.668)
N (-3.993, -3.409, -0.312)
C (-4.053, -2.350, 0.700)
P (-5.205, -4.601, -0.110)
O (-6.310, -3.671, -0.668)
N (-5.287, -5.598, -1.511)
C (-4.806, -5.097, -2.798)
C (-6.623, -6.181, -1.721)
N (-3.935, -5.670, 0.531)
C (-3.406, -6.849, -0.152)
C (-4.276, -6.047, 1.908)
H (-1.996, -3.958, 0.185)
H (-2.151, -2.689, -1.037)
H (-2.465, -4.342, -1.473)
H (-3.645, -2.697, 1.655)
H (-5.085, -2.028, 0.876)
H (-3.500, -1.459, 0.382)
H (-5.157, -4.081, -3.007)
H (-5.121, -5.742, -3.627)
H (-3.717, -5.111, -2.838)
H (-7.319, -5.464, -2.169)
H (-7.047, -6.517, -0.769)
H (-6.564, -7.062, -2.371)
H (-4.169, -7.625, -0.293)
H (-2.586, -7.293, 0.428)
H (-2.966, -6.598, -1.120)
H (-5.120, -6.742, 1.931)
H (-4.553, -5.156, 2.487)
H (-3.420, -6.501, 2.424)

Lowest unoccupied orbital energy, eV: -1.000
F_max, hartree/bohr: 0.160
Total energy, eV: -76158.68302
Spin multiplicity: 1

Record 5
A 8-piece molecular cluster, C6H28NO7S overall. Source: the Open Molecules 2025 dataset; level of theory: ωB97M-V/def2-TZVPD.

Atoms and positions in Å:
C (-2.037, 1.799, 1.126)
C (-2.774, 0.557, 0.533)
S (-3.428, -0.474, 1.874)
C (-0.827, 1.337, 1.984)
N (0.506, 1.415, 1.368)
C (0.787, 0.686, 0.071)
C (1.924, 1.497, -0.560)
C (2.972, 0.585, -1.202)
H (-1.669, 2.453, 0.324)
H (-2.613, 2.307, 1.907)
H (-3.518, 0.938, -0.172)
H (-2.089, 0.203, -0.254)
H (-1.065, 0.404, 2.491)
H (-0.765, 1.926, 2.907)
H (0.791, 2.378, 1.307)
H (0.976, -0.305, 0.445)
H (-0.139, 0.724, -0.464)
H (1.658, 2.366, -1.146)
H (2.345, 2.078, 0.245)
H (2.703, -0.461, -1.132)
H (3.005, 0.739, -2.291)
H (3.933, 0.677, -0.714)
H (-1.431, -3.528, 1.574)
H (-2.563, -2.590, 1.131)
O (-2.008, -3.349, 0.797)
H (-0.193, -1.258, 2.269)
H (0.122, -2.404, 3.383)
O (0.334, -2.034, 2.507)
H (-0.652, 2.316, -2.275)
H (-0.814, 1.132, -3.253)
O (-0.190, 1.562, -2.657)
H (1.284, -0.698, 3.743)
H (1.388, 0.585, 2.823)
O (1.502, 0.243, 3.742)
H (-0.389, -0.915, -3.686)
H (-1.497, -0.809, -2.757)
O (-1.349, -0.640, -3.677)
H (2.073, -1.518, -3.516)
H (0.881, -2.007, -2.762)
O (1.150, -1.708, -3.662)
H (0.954, -1.527, -0.390)
H (-0.054, -2.558, -0.830)
O (0.775, -2.125, -1.152)

Energy above the lowest of the compared OMol25 structures with the same formula, charge and spin, kcal/mol: 23.4
Lowest unoccupied orbital energy, eV: 2.851
F_max, hartree/bohr: 0.077
Total energy, eV: -33334.82176
Charge: -1
Spin multiplicity: 1

- Which of these has the lowest F_max?
  CH5O3